a | Molecular formula: C10H7NO2
Method: DFT, the ωB97M-V functional and the def2-TZVPD basis

Computed properties:
Highest occupied orbital energy, eV: -9.20
Gap between HOMO and LUMO, eV: 7.69
Total charge: 0
LUMO, eV: -1.5

Each line ends with the natural charge from an NBO analysis.
CARTESIAN COORDINATES (ANGSTROEM)
1 C -1.697 0.420 -0.114  0.32
2 C -1.917 -0.500 0.856  0.00
3 C 0.364 -1.151 0.988  0.05
4 C 1.512 -1.743 1.491  -0.15
5 C 2.648 -1.986 0.739  -0.25
6 C 2.746 -1.091 -0.445  -0.17
7 C 1.716 -0.236 -0.810  -0.24
8 C 0.572 -0.253 -0.131  0.00
9 C -0.458 0.785 -0.566  -0.22
10 C -0.317 1.785 -1.545  0.37
11 H -2.162 2.304 -0.463  0.51
12 H -2.945 -0.363 1.549  0.24
13 H 1.727 -2.129 2.852  0.22
14 H 3.611 -2.477 1.453  0.25
15 H 3.529 -1.175 -1.109  0.21
16 H 1.540 0.672 -1.493  0.22
17 H 0.598 1.988 -2.051  0.16
18 N -0.965 -1.257 1.510  -0.31
19 O -2.742 1.417 -0.157  -0.69
20 O -1.027 2.808 -1.603  -0.54



b | Molecular formula: C10H7NO2
Method: DFT, the ωB97M-V functional and the def2-TZVPD basis

Computed properties:
Highest occupied orbital energy, eV: -9.06
Gap between HOMO and LUMO, eV: 8.08
Total charge: 0
LUMO, eV: -1.0

Each line ends with the natural charge from an NBO analysis.
CARTESIAN COORDINATES (ANGSTROEM)
1 N -2.585 1.969 -1.258  -0.80
2 C -1.710 1.017 -0.681  0.17
3 C -2.186 -0.087 0.033  -0.24
4 C -1.313 -1.030 0.550  -0.16
5 C 0.058 -0.857 0.396  -0.10
6 C 0.536 0.248 -0.317  -0.12
7 C -0.338 1.167 -0.875  -0.20
8 C 2.009 0.401 -0.518  0.52
9 O 2.470 1.044 -1.433  -0.50
10 C 2.885 -0.302 0.462  -0.23
11 C 2.422 -1.353 1.139  -0.23
12 C 1.019 -1.831 0.976  0.51
13 O 0.698 -2.951 1.314  -0.51
14 H -2.483 2.873 -0.811  0.38
15 H -3.549 1.682 -1.141  0.37
16 H -3.255 -0.200 0.174  0.21
17 H -1.695 -1.887 1.090  0.24
18 H 0.063 1.983 -1.462  0.24
19 H 3.908 0.043 0.549  0.23
20 H 3.046 -1.929 1.812  0.23



b is favored, and the nearest alternative lies 567.3 kJ/mol above it.



a | Molecular formula: C15H52O11
Method: DFT, the ωB97M-V functional and the def2-TZVPD basis

Computed properties:
Highest occupied orbital energy, eV: -9.43
Gap between HOMO and LUMO, eV: 9.90
Total charge: 0
LUMO, eV: 0.5

Each line ends with the Löwdin charge.
CARTESIAN COORDINATES (ANGSTROEM)
1 C -5.399 -0.914 -0.679  -0.06
2 C -4.447 -0.207 0.333  -0.32
3 O -4.733 1.145 0.400  -0.08
4 H -5.176 -0.527 -1.674  0.08
5 H -6.390 -0.856 -0.230  0.08
6 H -5.155 -1.976 -0.710  0.08
7 H -3.412 -0.471 0.118  0.10
8 H -4.607 -0.623 1.328  0.11
9 H -5.437 1.289 -0.236  0.09
10 C -0.229 -1.407 3.089  -0.07
11 C -0.157 -0.114 3.923  -0.33
12 O -1.327 0.093 4.664  -0.07
13 H -0.293 -2.291 3.723  0.07
14 H 0.575 -1.480 2.355  0.06
15 H -1.176 -1.465 2.552  0.07
16 H -0.046 0.711 3.220  0.08
17 H 0.659 -0.013 4.638  0.11
18 H -1.157 -0.512 5.390  0.08
19 C -1.058 -2.997 -3.692  -0.09
20 C 0.376 -3.369 -3.451  -0.33
21 O 0.472 -4.383 -2.503  -0.08
22 H -1.645 -3.830 -4.076  0.07
23 H -1.030 -2.118 -4.337  0.08
24 H -1.609 -2.790 -2.774  0.07
25 H 0.909 -2.494 -3.080  0.11
26 H 0.798 -3.763 -4.375  0.11
27 H 0.244 -5.209 -2.936  0.09
28 C 2.962 1.513 2.266  -0.07
29 C 4.268 1.719 1.500  -0.30
30 O 4.492 0.828 0.452  -0.08
31 H 2.879 2.213 3.097  0.08
32 H 3.103 0.504 2.652  0.07
33 H 2.048 1.368 1.689  0.05
34 H 5.157 1.667 2.128  0.12
35 H 4.341 2.682 0.995  0.11
36 H 4.096 1.285 -0.294  0.06
37 C -1.898 2.665 1.487  -0.11
38 O -1.861 4.096 1.722  -0.15
39 H -2.027 2.492 0.418  0.05
40 H -0.893 2.373 1.793  0.06
41 H -2.685 2.290 2.141  0.09
42 H -1.621 4.314 2.625  0.07
43 C 3.229 -2.197 -0.161  -0.14
44 O 4.561 -1.814 0.233  -0.14
45 H 2.985 -1.998 -1.205  0.07
46 H 3.201 -3.260 0.075  0.07
47 H 2.499 -1.640 0.426  0.06
48 H 4.516 -0.903 0.531  0.00
49 C -2.959 3.094 -2.129  -0.11
50 O -2.977 1.715 -1.721  -0.15
51 H -2.300 3.667 -1.477  0.06
52 H -2.406 3.125 -3.068  0.08
53 H -3.925 3.597 -2.165  0.08
54 H -3.484 1.589 -0.916  0.01
55 C 1.208 3.903 0.156  -0.20
56 O 2.383 4.261 -0.405  -0.12
57 H 0.421 4.652 0.071  0.08
58 H 0.940 3.023 -0.429  0.07
59 H 1.466 3.747 1.203  0.08
60 H 2.764 3.482 -0.817  0.02
61 C 1.096 -4.936 1.494  -0.17
62 O 0.298 -4.145 0.665  -0.15
63 H 0.399 -5.754 1.673  0.08
64 H 1.895 -5.243 0.819  0.07
65 H 1.559 -4.534 2.395  0.08
66 H 0.582 -4.322 -0.235  0.04
67 C -0.459 -0.433 -0.477  -0.18
68 O -0.887 -0.312 -1.789  -0.11
69 H 0.398 0.189 -0.221  0.06
70 H -1.151 -0.160 0.320  0.06
71 H -0.083 -1.436 -0.274  0.07
72 H -1.348 0.518 -1.928  0.04
73 C 1.987 1.648 -2.758  -0.10
74 O 3.053 2.089 -1.918  -0.13
75 H 1.804 2.461 -3.461  0.09
76 H 2.171 0.710 -3.282  0.09
77 H 0.993 1.709 -2.315  0.06
78 H 3.659 2.469 -2.558  0.11



b | Molecular formula: C15H52O11
Method: DFT, the ωB97M-V functional and the def2-TZVPD basis

Computed properties:
Highest occupied orbital energy, eV: -9.69
Gap between HOMO and LUMO, eV: 9.87
Total charge: 0
LUMO, eV: 0.2

Each line ends with the Löwdin charge.
CARTESIAN COORDINATES (ANGSTROEM)
1 C 1.097 4.423 -4.867  -0.10
2 C 0.045 4.431 -3.749  -0.30
3 O 0.611 4.346 -2.447  -0.06
4 H 1.827 5.220 -5.008  0.06
5 H 0.654 4.502 -5.860  0.07
6 H 1.809 3.602 -4.770  0.06
7 H -0.717 3.687 -3.982  0.10
8 H -0.531 5.339 -3.922  0.10
9 H 0.464 3.498 -2.023  0.05
10 C -2.798 -3.692 -2.766  -0.08
11 C -2.785 -3.039 -1.401  -0.33
12 O -2.875 -4.016 -0.391  -0.09
13 H -3.159 -3.015 -3.539  0.07
14 H -3.548 -4.482 -2.788  0.07
15 H -1.895 -4.250 -3.018  0.07
16 H -3.701 -2.485 -1.194  0.11
17 H -1.932 -2.374 -1.262  0.09
18 H -2.619 -3.570 0.419  0.03
19 C -3.237 2.044 3.101  -0.07
20 C -2.929 0.660 3.777  -0.34
21 O -3.738 0.525 4.916  -0.07
22 H -3.374 2.809 3.865  0.07
23 H -4.176 1.912 2.564  0.07
24 H -2.409 2.321 2.448  0.06
25 H -1.879 0.405 3.925  0.10
26 H -3.244 -0.081 3.042  0.09
27 H -4.489 0.039 4.569  0.08
28 C -0.741 -0.212 0.553  -0.05
29 C 0.569 0.598 0.472  -0.25
30 O 0.538 1.369 -0.759  -0.10
31 H -0.846 -0.834 1.441  0.07
32 H -0.834 -0.830 -0.340  0.05
33 H -1.600 0.458 0.596  0.07
34 H 1.407 -0.098 0.492  0.09
35 H 0.651 1.168 1.398  0.11
36 H 1.425 1.734 -0.783  0.02
37 C 1.587 -3.778 1.998  -0.10
38 O 2.657 -3.589 2.966  -0.14
39 H 1.741 -4.694 1.427  0.08
40 H 0.659 -4.014 2.518  0.06
41 H 1.493 -2.984 1.256  0.08
42 H 3.066 -4.407 3.260  0.09
43 C 2.963 -0.087 3.283  -0.13
44 O 2.117 -1.021 3.959  -0.13
45 H 3.408 0.584 4.019  0.08
46 H 3.684 -0.489 2.571  0.05
47 H 2.225 0.463 2.700  0.05
48 H 2.281 -1.892 3.591  0.01
49 C -2.640 3.173 -1.156  -0.15
50 O -3.511 2.733 -0.131  -0.13
51 H -3.258 3.623 -1.934  0.08
52 H -1.969 3.874 -0.660  0.09
53 H -2.061 2.376 -1.622  0.05
54 H -4.219 2.260 -0.575  0.07
55 C 0.172 0.134 -3.956  -0.18
56 O -0.729 0.579 -2.992  -0.13
57 H -0.155 -0.698 -4.581  0.08
58 H 0.541 0.972 -4.547  0.07
59 H 1.105 -0.237 -3.532  0.07
60 H -0.309 0.628 -2.130  0.01
61 C 3.895 2.063 -1.887  -0.13
62 O 3.070 2.022 -0.739  -0.11
63 H 3.931 1.111 -2.417  0.08
64 H 3.655 2.818 -2.636  0.08
65 H 4.933 2.270 -1.626  0.08
66 H 3.519 1.350 -0.222  0.06
67 C 4.533 -1.619 0.035  -0.16
68 O 4.842 -0.305 0.332  -0.14
69 H 5.262 -1.869 -0.736  0.08
70 H 4.584 -2.167 0.976  0.08
71 H 3.560 -1.707 -0.449  0.08
72 H 5.428 -0.339 1.091  0.09
73 C -1.968 -3.019 3.525  -0.11
74 O -2.768 -3.337 2.369  -0.13
75 H -0.908 -2.912 3.295  0.05
76 H -2.138 -2.025 3.940  0.06
77 H -2.094 -3.774 4.301  0.09
78 H -3.226 -4.180 2.405  0.09



b is favored, and the nearest alternative lies 22.1 kJ/mol above it.



a | Molecular formula: C17H24N2O3
Method: DFT, the ωB97M-V functional and the def2-TZVPD basis

Computed properties:
Highest occupied orbital energy, eV: -9.07
Gap between HOMO and LUMO, eV: 9.62
Total charge: 0
LUMO, eV: 0.6

Each line ends with the natural charge from an NBO analysis.
CARTESIAN COORDINATES (ANGSTROEM)
1 C -5.216 -2.942 -0.250  -0.64
2 C -5.845 -1.797 0.531  -0.07
3 O -4.890 -0.783 0.835  -0.53
4 C -4.633 0.096 -0.162  0.90
5 O -5.203 0.092 -1.228  -0.67
6 N -3.706 1.016 0.196  -0.45
7 C -2.939 0.970 1.418  -0.21
8 C -1.480 0.617 1.121  -0.43
9 C -0.898 1.620 0.120  -0.04
10 N 0.495 1.323 -0.179  -0.62
11 C 0.934 0.159 -0.713  0.69
12 O 0.207 -0.770 -0.992  -0.63
13 C 2.443 0.107 -0.887  -0.48
14 C 3.107 -0.262 0.450  -0.43
15 C 4.599 -0.335 0.286  0.08
16 C 5.197 -1.495 -0.191  -0.25
17 C 6.565 -1.555 -0.381  -0.19
18 C 7.355 -0.453 -0.098  -0.22
19 C 6.768 0.708 0.375  -0.20
20 C 5.399 0.765 0.564  -0.25
21 C -1.757 1.618 -1.149  -0.43
22 C -3.207 1.944 -0.793  -0.22
23 H -4.369 -3.351 0.296  0.21
24 H -4.873 -2.581 -1.217  0.23
25 H -5.952 -3.726 -0.406  0.21
26 H -6.211 -2.136 1.503  0.18
27 H -6.665 -1.355 -0.043  0.20
28 H -3.382 0.235 2.087  0.24
29 H -2.991 1.958 1.892  0.18
30 H -0.901 0.627 2.045  0.21
31 H -1.424 -0.380 0.685  0.24
32 H -0.918 2.623 0.565  0.19
33 H 1.172 2.047 -0.002  0.40
34 H 2.826 1.066 -1.241  0.21
35 H 2.676 -0.659 -1.627  0.23
36 H 2.717 -1.227 0.778  0.22
37 H 2.850 0.486 1.205  0.20
38 H 4.583 -2.357 -0.410  0.21
39 H 7.018 -2.464 -0.749  0.21
40 H 8.424 -0.499 -0.245  0.21
41 H 7.379 1.570 0.600  0.21
42 H 4.947 1.674 0.937  0.20
43 H -1.377 2.351 -1.863  0.21
44 H -1.704 0.629 -1.603  0.24
45 H -3.848 1.868 -1.673  0.25
46 H -3.275 2.960 -0.385  0.18



b | Molecular formula: C17H24N2O3
Method: DFT, the ωB97M-V functional and the def2-TZVPD basis

Computed properties:
Highest occupied orbital energy, eV: -7.98
Gap between HOMO and LUMO, eV: 8.36
Total charge: 0
LUMO, eV: 0.4

Each line ends with the natural charge from an NBO analysis.
CARTESIAN COORDINATES (ANGSTROEM)
1 C -7.109 -1.697 -1.113  -0.61
2 C -5.736 -1.878 -0.475  -0.21
3 N -5.382 -0.731 0.339  -0.45
4 C -4.298 -0.963 1.274  -0.22
5 C -2.914 -0.613 0.715  -0.23
6 N -2.890 0.788 0.345  -0.44
7 C -1.775 1.508 0.047  0.65
8 O -1.852 2.697 -0.228  -0.65
9 C -0.487 0.789 0.065  -0.32
10 C 0.655 1.481 -0.028  -0.09
11 C 2.004 0.956 -0.046  -0.11
12 C 3.080 1.839 -0.129  -0.17
13 C 4.378 1.371 -0.144  -0.31
14 C 4.667 0.011 -0.078  0.30
15 O 5.946 -0.482 -0.083  -0.52
16 C 7.021 0.420 -0.163  -0.25
17 C 3.592 -0.898 0.000  0.25
18 O 3.661 -2.259 0.072  -0.50
19 C 4.890 -2.945 -0.008  -0.24
20 C 2.294 -0.406 0.016  -0.20
21 C -4.187 1.423 0.214  -0.24
22 C -5.162 0.470 -0.462  -0.23
23 H -7.094 -0.913 -1.864  0.20
24 H -7.418 -2.624 -1.590  0.21
25 H -7.836 -1.434 -0.349  0.21
26 H -4.990 -2.073 -1.268  0.16
27 H -5.769 -2.752 0.181  0.19
28 H -4.307 -2.011 1.581  0.21
29 H -4.479 -0.356 2.168  0.20
30 H -2.161 -0.816 1.482  0.21
31 H -2.704 -1.247 -0.159  0.19
32 H -0.495 -0.286 0.126  0.20
33 H 0.567 2.558 -0.096  0.23
34 H 2.898 2.901 -0.181  0.21
35 H 5.182 2.085 -0.206  0.22
36 H 7.043 1.101 0.694  0.18
37 H 6.994 1.000 -1.091  0.18
38 H 7.918 -0.198 -0.152  0.20
39 H 5.546 -2.702 0.831  0.18
40 H 4.625 -4.002 0.034  0.19
41 H 5.410 -2.738 -0.945  0.18
42 H 1.507 -1.139 0.078  0.22
43 H -4.570 1.728 1.194  0.19
44 H -4.044 2.322 -0.390  0.25
45 H -4.759 0.210 -1.456  0.17
46 H -6.121 0.976 -0.607  0.20



a is favored, and the nearest alternative lies 296.7 kJ/mol above it.



a | Molecular formula: C2H6N4
Method: DFT, the ωB97M-V functional and the def2-TZVPD basis

Computed properties:
Highest occupied orbital energy, eV: -7.56
Gap between HOMO and LUMO, eV: 8.54
Total charge: 0
LUMO, eV: 1.0

Each line ends with the natural charge from an NBO analysis.
CARTESIAN COORDINATES (ANGSTROEM)
1 C 1.096 -0.564 -0.687  -0.07
2 C 0.086 0.167 -0.963  -0.14
3 N 1.675 -0.376 0.537  -0.52
4 N 0.450 0.838 1.134  -0.33
5 N -0.447 0.900 0.116  -0.11
6 N -1.860 0.588 0.177  -0.65
7 H 1.327 -1.433 -1.307  0.22
8 H -0.378 0.231 -1.878  0.20
9 H 1.916 -1.152 1.106  0.35
10 H 0.255 0.569 2.114  0.37
11 H -1.981 -0.398 0.432  0.32
12 H -2.139 0.629 -0.780  0.35



b | Molecular formula: C2H6N4
Method: DFT, the ωB97M-V functional and the def2-TZVPD basis

Computed properties:
Highest occupied orbital energy (spin up / spin down), eV: -7.77 / -6.56
Gap between HOMO and LUMO (spin up / spin down), eV: 8.58 / 6.28
Total charge: 0
LUMO (spin up / spin down), eV: 0.8 / -0.3

Each line ends with the natural charge from an NBO analysis.
CARTESIAN COORDINATES (ANGSTROEM)
1 C 1.506 0.583 -0.157  -0.07
2 C 0.468 -0.732 -0.185  -0.34
3 N 1.187 1.686 -0.495  -0.43
4 N -0.664 -0.457 -0.950  -0.31
5 N -1.520 0.499 -0.745  -0.01
6 N -1.670 0.952 0.508  -0.61
7 H 2.440 0.178 0.237  0.17
8 H 1.015 -1.570 -0.607  0.22
9 H 0.235 -0.922 0.862  0.21
10 H -0.607 -0.663 -1.940  0.40
11 H -0.846 0.996 1.100  0.37
12 H -2.211 1.803 0.498  0.39



b is favored, and the nearest alternative lies 102.4 kJ/mol above it.